1.
C45H108O27S3 | wB97M-V/def2-TZVPD

Calculated values
LUMO level, eV: 0.4
SMILES: CCOS(C)(=O)=O.CCOS(C)(=O)=O.CCOS(C)(=O)=O.COCCOCCOC.COCCOCCOC.COCCOCCOC.COCCOCCOC.COCCOCCOC.COCCOCCOC
HOMO-LUMO gap, eV: 9.8
Molecular weight, g mol⁻¹: 1177.5
Relative energy (zero: lowest compared OMol25 entry of this formula, charge and spin), eV: 0.000

Structure (ORCA input):
```
! wB97M-V def2-TZVPD RIJCOSX def2/J DEFGRID3
* xyz 0 1
C 0.06569 -0.22143 -2.14578
C 1.46578 0.21275 -1.72023
O 1.44217 1.30672 -0.78069
S 1.71533 0.97002 0.75896
C 3.45446 0.64008 0.64007
O 1.50048 2.19721 1.44067
O 0.98384 -0.22006 1.07730
H 0.09384 -0.69049 -3.13114
H -0.61639 0.62499 -2.20825
H -0.28228 -0.97438 -1.44091
H 1.96210 -0.66408 -1.30531
H 1.99949 0.58099 -2.59606
H 3.90901 1.58202 0.34881
H 3.55773 -0.12480 -0.12374
H 3.75859 0.30422 1.62914
C -2.13440 0.73388 -5.24745
C -2.46277 0.29145 -6.65054
O -1.65323 -0.86771 -6.93624
S -2.13002 -1.68307 -8.21695
C -0.98355 -2.99585 -8.06960
O -3.41409 -2.20942 -7.92218
O -1.90565 -0.90772 -9.38458
H -2.78642 1.53655 -4.90307
H -1.11551 1.13341 -5.25676
H -2.14247 -0.07762 -4.52026
H -3.52448 0.06300 -6.78419
H -2.26054 1.09051 -7.36899
H -0.01244 -2.72464 -8.48461
H -1.29778 -3.76837 -8.78000
H -0.95084 -3.48806 -7.10368
C 8.01597 5.21533 2.63545
C 6.52767 5.42490 2.85127
O 5.82584 4.23026 2.46433
S 4.77302 3.61882 3.47739
C 3.29491 4.40909 2.91962
O 4.64607 2.24745 3.11742
O 5.08846 3.99410 4.81746
H 8.26495 5.00878 1.59668
H 8.30571 4.36489 3.25600
H 8.58871 6.08017 2.96938
H 6.34397 5.70231 3.88766
H 6.15928 6.23346 2.21301
H 3.40123 5.48456 3.01624
H 2.51663 3.97494 3.54744
H 3.15589 4.06488 1.89991
C 7.44720 2.91534 -1.54970
O 6.36947 2.14044 -1.10999
C 6.09549 1.02007 -1.94705
C 5.22564 1.41395 -3.11695
O 4.94313 0.28974 -3.92779
C 4.65592 0.64665 -5.24901
C 3.66194 -0.28669 -5.88384
O 2.45519 -0.18392 -5.16741
C 1.33202 -0.90388 -5.68740
H 7.22694 3.36108 -2.53021
H 8.38220 2.35205 -1.67607
H 7.65118 3.72269 -0.85049
H 5.58290 0.33616 -1.26691
H 7.04171 0.53066 -2.20094
H 5.74409 2.16659 -3.72157
H 4.28641 1.84328 -2.74818
H 5.52564 0.71029 -5.92324
H 4.21875 1.65631 -5.26260
H 4.05645 -1.31037 -5.81429
H 3.51426 0.02560 -6.92560
H 0.83573 -1.25643 -4.78493
H 1.57945 -1.78552 -6.28263
H 0.78042 -0.12938 -6.21389
C -1.06982 -3.07550 0.51359
O -0.22467 -4.16656 0.78644
C 1.04931 -4.02954 0.14561
C 1.10091 -4.77944 -1.15167
O 0.62241 -3.96874 -2.20532
C -0.25406 -4.61617 -3.08245
C -0.83519 -3.59316 -4.04687
O -1.97476 -4.03073 -4.71359
C -3.13372 -4.07926 -3.90969
H -1.12612 -2.87092 -0.55847
H -0.83864 -2.15128 1.05905
H -2.06049 -3.34809 0.88949
H 1.78005 -4.33207 0.89801
H 1.21039 -2.95490 -0.00780
H 0.54629 -5.72173 -1.07721
H 2.12544 -5.13616 -1.34704
H -1.02407 -5.24751 -2.62178
H 0.32505 -5.35319 -3.67338
H -0.06730 -3.23174 -4.72980
H -1.02358 -2.71788 -3.39409
H -2.92134 -3.57257 -2.95856
H -3.34457 -5.09897 -3.56385
H -4.00890 -3.66052 -4.39604
C 1.41365 -1.92119 5.60404
O 2.31308 -1.71768 4.53835
C 2.20874 -2.62698 3.45193
C 3.01388 -3.88156 3.71774
O 2.25776 -4.75400 4.53092
C 2.98962 -5.90916 4.87842
C 2.00224 -7.00556 5.22657
O 2.69805 -8.07659 5.80499
C 1.83389 -9.14626 6.13333
H 0.37394 -2.11385 5.32914
H 1.50779 -1.06411 6.26657
H 1.77000 -2.76938 6.20478
H 2.74990 -2.09093 2.66832
H 1.18449 -2.88871 3.17825
H 3.97292 -3.63437 4.18530
H 3.23144 -4.35937 2.74912
H 3.65573 -5.68592 5.71768
H 3.57042 -6.34382 4.05500
H 1.50588 -7.30774 4.28766
H 1.16118 -6.67734 5.85556
H 1.27582 -9.46480 5.24889
H 1.21435 -8.88091 6.99509
H 2.45465 -9.98568 6.44973
C 2.01354 1.41287 4.93555
O 1.41793 2.66703 5.25442
C 0.15981 2.83942 4.67254
C -0.32911 4.24200 4.97133
O -0.71164 4.35307 6.32948
C -0.86257 5.68622 6.72718
C -1.29065 5.79258 8.16576
O -2.54917 5.22133 8.41416
C -2.49200 3.86460 8.81457
H 2.90603 1.22219 5.51715
H 2.23502 1.38896 3.86409
H 1.25232 0.63903 5.05753
H -0.60505 2.15978 5.08029
H 0.19255 2.73777 3.57987
H -1.20435 4.43328 4.33701
H 0.48933 4.95177 4.79660
H -1.60103 6.21370 6.10673
H 0.10019 6.22340 6.65275
H -1.36289 6.84631 8.45390
H -0.51766 5.41374 8.85017
H -1.94560 3.25192 8.09585
H -3.52157 3.50746 8.84752
H -2.04845 3.75860 9.81081
C -6.19496 -2.59225 3.03394
O -6.00930 -1.20759 2.84869
C -4.77235 -0.72598 3.31219
C -3.60334 -1.22539 2.47285
O -3.76455 -1.05783 1.07298
C -4.20065 0.21512 0.66213
C -3.79446 0.53418 -0.73825
O -4.50170 -0.23041 -1.74714
C -4.38807 -1.62083 -1.68070
H -7.24610 -2.76496 2.80005
H -5.92990 -2.94563 4.03144
H -5.65512 -3.16048 2.26544
H -4.57685 -0.95591 4.36642
H -4.81879 0.36103 3.21369
H -3.53945 -2.31520 2.56468
H -2.63115 -0.83670 2.80258
H -3.67600 0.98325 1.26312
H -5.26796 0.38363 0.83259
H -2.74677 0.37766 -1.00726
H -4.17727 1.53315 -0.95747
H -4.81199 -2.05703 -0.76794
H -3.35779 -2.01595 -1.69107
H -4.93598 -2.03252 -2.52964
C -2.54114 3.07718 -2.68961
O -3.34143 3.95852 -1.89770
C -4.14401 4.86006 -2.62265
C -5.60835 4.59731 -2.36863
O -6.05811 3.29253 -2.68228
C -5.87113 2.88498 -4.02591
C -6.31157 1.44378 -4.10043
O -6.15884 0.90815 -5.39743
C -4.92443 0.27173 -5.63445
H -1.91804 3.71496 -3.31663
H -3.16412 2.33542 -3.19831
H -1.96777 2.52688 -1.94601
H -3.95361 4.82099 -3.70595
H -3.88034 5.87989 -2.32435
H -6.27274 5.33111 -2.84876
H -5.82193 4.66054 -1.29802
H -4.81259 2.96318 -4.29625
H -6.51787 3.50336 -4.66137
H -7.36200 1.34881 -3.80626
H -5.79821 0.81737 -3.36288
H -4.26226 0.27243 -4.75902
H -4.34404 0.85945 -6.36444
H -5.05813 -0.73525 -6.02556
*
```


2.
C45H112N22O13 | wB97M-V/def2-TZVPD

Calculated values
LUMO level, eV: 0.0
HOMO-LUMO gap, eV: 7.7
Molecular weight, g mol⁻¹: 1169.5
Relative energy (zero: lowest compared OMol25 entry of this formula, charge and spin), eV: 0.000

Structure (ORCA input):
```
! wB97M-V def2-TZVPD RIJCOSX def2/J DEFGRID3
* xyz 0 1
C 13.95526 -15.29776 2.67257
C 12.67872 -14.60254 3.32863
C 12.91045 -14.32009 4.79126
C 14.01149 -13.23170 5.05986
C 13.61511 -12.03737 4.16785
C 13.23261 -12.24296 2.68431
N 12.38335 -13.37406 2.58192
O 11.65714 -13.50237 1.38656
C 12.54993 -10.89969 2.36498
C 14.43881 -12.24023 1.67402
C 11.50870 -15.58166 3.10092
H 13.70226 -16.36274 2.57596
H 14.80523 -15.37388 3.35174
H 14.15023 -15.03859 1.63477
H 11.89660 -14.06278 5.12478
H 13.13066 -15.27288 5.28108
H 14.93292 -13.70136 4.70529
H 14.18560 -12.94725 6.09491
H 14.52806 -11.43991 4.04678
H 12.92092 -11.41913 4.73659
H 12.20617 -10.83074 1.33256
H 11.73466 -10.73436 3.07299
H 13.26289 -10.09457 2.52949
H 14.75454 -11.20864 1.52241
H 15.34624 -12.79644 1.92335
H 14.10231 -12.64318 0.71729
H 11.41717 -16.02186 2.11379
H 10.58849 -15.13645 3.49163
H 11.66008 -16.41801 3.79182
H 10.75485 -13.39598 1.70450
C 19.36692 -14.96712 2.00177
C 18.76890 -15.18474 3.40028
C 17.97052 -16.49704 3.44111
C 17.52520 -16.90617 4.84666
C 18.71212 -16.89582 5.82026
C 19.57289 -15.63084 5.74018
N 19.87244 -15.26447 4.38233
O 20.88225 -14.32482 4.25180
C 18.85480 -14.54494 6.58770
C 20.89409 -15.96590 6.49635
C 17.74162 -14.07385 3.70621
H 18.75321 -15.32764 1.18084
H 20.36149 -15.40868 1.95496
H 19.51593 -13.88594 1.95415
H 17.09646 -16.36909 2.79779
H 18.48635 -17.35637 3.00214
H 17.18146 -17.94233 4.87032
H 16.67971 -16.30458 5.18606
H 19.29826 -17.74064 5.44257
H 18.46912 -17.07441 6.86551
H 19.13734 -14.64112 7.64562
H 19.25050 -13.51846 6.54630
H 17.77403 -14.50778 6.48542
H 20.77222 -16.43740 7.47361
H 21.64382 -16.50092 5.91380
H 21.45032 -15.07245 6.80820
H 16.98006 -14.07105 2.91949
H 18.13094 -13.05518 3.78342
H 17.11359 -14.22096 4.58470
H 20.50807 -13.45810 4.49461
C 13.17449 -6.59171 7.31555
C 14.46990 -6.65131 6.50984
C 14.22851 -7.48602 5.25801
C 13.48111 -6.83417 4.11625
C 14.08587 -5.48542 3.67388
C 14.39921 -4.61239 4.92163
N 14.97393 -5.37301 6.03387
O 15.35409 -4.54878 7.10706
C 15.51690 -3.65561 4.45442
C 13.13853 -3.85451 5.28654
C 15.57086 -7.42732 7.28779
H 13.05916 -7.46885 7.95572
H 12.28122 -6.46396 6.70599
H 13.21221 -5.79744 8.07190
H 15.17633 -7.79266 4.79212
H 13.88358 -8.49820 5.49588
H 12.41479 -6.76497 4.35882
H 13.51716 -7.55225 3.29601
H 13.34033 -5.04344 3.01576
H 15.01457 -5.66829 3.13382
H 15.37971 -3.09834 3.52499
H 15.61954 -2.79802 5.13208
H 16.49571 -4.13117 4.48837
H 12.27833 -4.51747 5.43928
H 13.23843 -3.28786 6.21545
H 12.71063 -3.20916 4.51659
H 15.25242 -8.35025 7.77075
H 15.97258 -6.81129 8.10002
H 16.40977 -7.54084 6.60202
H 14.52049 -4.22470 7.48408
C 9.88281 -15.31816 9.72013
C 10.94944 -14.47034 10.45403
C 12.28426 -14.69378 9.72184
C 12.55998 -14.09462 8.36810
C 12.12185 -12.61006 8.33451
C 10.78872 -12.29774 9.06832
N 10.66428 -13.05090 10.35168
O 9.55567 -12.64579 11.12218
C 10.79487 -10.81541 9.40264
C 9.52166 -12.50858 8.19430
C 11.11465 -14.94226 11.90299
H 8.91867 -14.81376 9.64002
H 9.72010 -16.25648 10.25387
H 10.14424 -15.60326 8.69924
H 13.06091 -14.38813 10.42808
H 12.50194 -15.75944 9.58024
H 12.13606 -14.66290 7.53718
H 13.63773 -14.22818 8.23978
H 12.19457 -12.43286 7.25991
H 12.85832 -11.99748 8.85788
H 11.54107 -10.58626 10.17159
H 11.11391 -10.23509 8.53247
H 9.83937 -10.38466 9.70158
H 9.47220 -11.68876 7.47602
H 9.50134 -13.46523 7.67099
H 8.60714 -12.47056 8.78793
H 10.96392 -16.00610 12.08808
H 10.42507 -14.39012 12.54571
H 12.08430 -14.79317 12.39242
H 10.00412 -12.25349 11.87602
C 16.16849 -11.39977 8.55695
O 15.22497 -11.20256 7.80139
N 17.04644 -12.42839 8.38637
N 16.52565 -10.64544 9.59656
H 16.98111 -13.04229 7.59343
H 17.90554 -12.45191 8.91212
H 15.83176 -10.03281 10.01454
H 17.24938 -10.88322 10.25590
C 18.80219 -6.98137 12.26454
O 18.19811 -6.62142 13.26640
N 18.28078 -7.67449 11.21848
N 20.11833 -6.66041 12.11160
H 17.37665 -8.07031 11.43205
H 18.74477 -7.80732 10.33692
H 20.56937 -6.05154 12.76608
H 20.57760 -7.02835 11.29874
C 15.99902 -9.73303 14.88392
O 14.77580 -9.76534 14.85182
N 16.79675 -9.60200 13.80179
N 16.69445 -10.09448 16.02020
H 17.76238 -9.62363 14.06505
H 16.43025 -9.43832 12.87603
H 16.26128 -10.14023 16.92311
H 17.68017 -10.27537 16.00073
C 22.44856 -12.01591 8.37966
O 22.64914 -11.44042 9.44994
N 23.41938 -12.26776 7.46584
N 21.20974 -12.48688 8.06600
H 24.30926 -11.82375 7.60073
H 23.10937 -12.58235 6.56344
H 21.06593 -13.25222 7.43140
H 20.54135 -12.34975 8.81711
C 14.29030 -8.22054 11.47206
O 15.45769 -8.54953 11.23109
N 13.60872 -7.35155 10.65741
N 13.62548 -8.47383 12.62074
H 14.04704 -7.17514 9.76594
H 12.61991 -7.20266 10.73371
H 12.63038 -8.57347 12.62047
H 14.24091 -8.67834 13.41012
C 19.65828 -12.04862 11.44965
O 19.26762 -12.45653 10.34163
N 19.08018 -12.26157 12.64094
N 20.74360 -11.23159 11.52785
H 18.19293 -12.75339 12.65755
H 19.38219 -11.85371 13.50242
H 21.41214 -11.10845 10.76907
H 20.72736 -10.53521 12.25208
C 16.04180 -16.14722 9.04369
O 15.90137 -16.25570 7.83248
N 16.86526 -15.22879 9.60228
N 15.30852 -16.83911 9.95412
H 17.47747 -14.68321 9.03285
H 16.81457 -15.09083 10.59613
H 14.70108 -17.56694 9.62369
H 15.45902 -16.76963 10.94294
C 19.35233 -8.64490 7.61004
O 19.42695 -7.60495 6.97178
N 20.02335 -8.92179 8.76415
N 18.58295 -9.68370 7.19152
H 19.85739 -9.76471 9.28145
H 20.78982 -8.29035 8.92926
H 18.68218 -10.57964 7.63167
H 17.88048 -9.48618 6.50137
C 15.09968 -12.75735 12.59287
O 16.28012 -13.09008 12.70800
N 14.51396 -12.56939 11.38640
N 14.20004 -12.86499 13.62494
H 15.07825 -12.35796 10.58146
H 13.53121 -12.36166 11.44880
H 14.66274 -12.80741 14.52042
H 13.28204 -12.45678 13.61413
*
```


Which of these has the lowest HOMO-LUMO gap? C45H112N22O13


Look up the LUMO level of the second one. 0.0 eV